10
Properties=species:S:1:pos:R:3:forces:R:3 method="wB97M-V/def2-TZVPD" e_homo_ev=-10.2130 e_tot_ha=-8601.6167 orbital_gap_ev=9.273 de_lowest_ev=0.669
C -0.252141 -0.048108 -0.239993 2.2 -0.9 -1.0
C -1.419051 -0.894683 -0.120804 -2.3 -1.8 -1.6
P -2.836860 -0.702900 1.108764 0.2 2.2 -0.8
Cl -2.275650 -0.870656 -1.732583 -0.3 0.1 0.4
Br -1.064480 -2.878426 0.173551 0.2 0.9 0.1
Br -1.805248 -0.649447 3.045741 0.2 0.0 0.0
Br -3.015084 1.760068 0.723628 0.0 -1.9 0.4
H 0.383569 -0.208593 -1.203938 -1.1 -0.2 2.0
H 0.232191 -0.303717 0.680182 1.4 0.4 0.4
H -0.521382 0.971231 -0.246481 -0.5 1.2 0.2